{
  "formula": "C19H25ClN6O2",
  "method": "ωB97M-V with the def2-TZVPD basis set",
  "elements": ["O", "C", "N", "C", "H", "H", "C", "C", "C", "C", "C", "C", "C", "Cl", "H", "H", "H", "H", "C", "C", "H", "H", "H", "H", "H", "C", "C", "N", "C", "N", "N", "N", "C", "N", "C", "C", "H", "O", "C", "C", "H", "H", "H", "H", "H", "H", "H", "H", "H", "H", "H", "H", "H"],
  "xyz": [[-1.449877, -2.213176, 0.735732], [-0.347794, -1.743525, 1.163715], [0.840040, -1.620600, 0.514533], [1.961066, -1.092895, 0.947629], [2.391694, -1.786704, 1.649155], [1.639735, -0.123016, 1.341390], [2.729752, -1.183023, -0.099837], [3.627204, 0.214195, -0.508872], [2.985246, 1.470321, -0.505582], [3.820768, 2.557750, -0.544881], [5.101788, 2.736806, -0.622577], [5.685867, 1.403398, -0.722968], [5.057604, -0.030383, -0.608192], [5.908240, -1.273613, -0.441152], [6.853688, 1.220131, -0.830237], [5.677257, 3.405651, -0.613878], [3.315010, 3.396098, -0.499737], [1.926940, 1.468016, -0.247480], [1.939164, -1.132524, -1.494729], [0.762632, -2.124561, -0.715254], [-0.231062, -2.121670, -1.405941], [1.014790, -3.118026, -0.691854], [2.308299, -1.542409, -2.257139], [1.316631, -0.234254, -1.518608], [3.476346, -1.754957, -0.469461], [-0.503700, -1.091052, 2.552718], [-1.726183, -0.288309, 2.542471], [-1.477300, 1.005892, 1.451392], [-2.456173, 1.484023, 0.792105], [-1.625288, 2.188244, -0.093216], [-0.381182, 2.092324, 0.063959], [-0.314927, 1.147458, 0.959579], [-3.828303, 1.534000, 0.769978], [-4.430401, 0.604182, -0.377994], [-5.837970, 0.974306, -0.599925], [-6.218157, 0.493823, -1.819546], [-7.294563, 0.469779, -2.214727], [-6.101306, -1.078398, -1.446205], [-4.768735, -1.363807, -1.432248], [-4.365903, -0.575409, -0.094730], [-3.118588, -1.033080, 0.112607], [-4.966087, -0.996384, 0.919219], [-4.793968, -2.532530, -1.294593], [-4.174075, -1.243667, -2.273056], [-5.777082, 0.710443, -2.787374], [-5.752784, 2.050844, -0.779523], [-6.360690, 0.633845, 0.290824], [-4.072302, 2.379731, 0.685913], [-4.156474, 1.202074, 1.631453], [-2.808065, -0.556598, 2.397350], [-1.776418, 0.476150, 3.452417], [0.363337, -0.584609, 2.803664], [-0.636499, -1.841515, 3.178175]],
  "forces_ev_per_angstrom": [[3.34, 0.41, 0.08], [-2.77, 0.52, 0.91], [-10.76, -2.49, 1.91], [-0.79, 1.19, 8.30], [0.35, 0.25, 1.63], [1.35, 0.40, 0.24], [7.52, 7.71, -12.89], [0.33, -3.25, 2.34], [2.23, -2.85, 0.42], [-4.37, 0.05, 0.12], [-2.38, -15.77, -0.92], [3.15, -3.18, 0.04], [-5.95, 14.10, -1.05], [4.18, -6.56, 0.66], [-2.24, 0.97, 0.28], [7.55, 10.28, 0.07], [-2.91, 4.48, 0.41], [0.30, 0.61, -0.43], [-6.95, 0.42, 10.50], [-0.33, 0.88, -8.78], [1.87, 0.58, 2.48], [1.03, -2.76, -0.52], [3.23, -2.77, -6.15], [0.65, 0.08, -0.93], [2.00, -3.48, 1.12], [-0.10, 0.63, -4.12], [-1.04, 6.95, 1.01], [-1.48, -8.34, 5.38], [7.53, 3.54, -4.54], [-6.37, 4.69, -3.76], [-0.77, -2.60, 0.42], [4.37, 0.17, 2.57], [0.90, -11.38, -3.51], [0.13, 13.58, 0.00], [2.73, 4.63, 2.70], [-4.73, -6.82, -4.29], [0.95, 0.61, 1.63], [-2.15, 2.80, -3.78], [-0.96, -4.02, 5.32], [5.91, -15.76, 2.80], [-3.46, 1.62, -0.38], [0.87, 0.71, -2.25], [0.56, 1.94, 0.22], [1.08, 1.21, -1.69], [1.41, 0.12, 0.55], [-0.60, 0.51, 0.98], [-0.89, 0.30, -0.20], [-3.97, 12.09, -1.90], [-2.24, -1.97, 4.56], [1.67, -0.70, -0.38], [0.23, -2.15, -1.18], [1.32, 1.43, 0.82], [-0.54, -3.64, 3.20]],
  "lowdin_charge": [-0.01, -0.34, -0.10, -0.24, 0.17, 0.14, -0.25, -0.11, -0.02, -0.15, -0.03, 0.00, -0.82, 0.90, 0.11, 0.00, 0.07, 0.08, 0.05, -0.12, 0.18, 0.09, 0.03, 0.11, 0.06, -0.11, 0.01, -0.04, -0.27, 0.04, 0.01, 0.01, -0.02, -0.12, -0.20, -0.09, 0.15, -0.16, -0.23, -0.34, 0.18, 0.17, 0.15, 0.09, 0.13, 0.15, 0.15, 0.03, 0.09, 0.12, 0.16, 0.09, 0.08],
  "orbital_gap_ev": 8.945,
  "homo_energy_ev": -8.34,
  "de_lowest_kcal_mol": 459.3
}